Record 1
69
Properties=species:S:1:pos:R:3:lowdin_charge:R:1 method="wB97M-V/def2-TZVPD" largest_force_ev_per_a=2.32 homo_ev=-6.25 multiplicity=1 de_lowest_kcal_mol=32.37 lumo_energy_ev=-3.284
C -4.95 -3.42 2.25 -0.039
C -3.89 -2.48 2.57 -0.347
C -3.38 -1.97 3.74 -0.031
C -2.28 -1.13 3.37 -0.021
C -2.14 -1.21 2.00 -0.164
B -1.11 -0.55 0.96 -0.535
C -0.13 0.42 1.71 -0.148
C -0.03 1.78 1.89 -0.034
C 1.01 2.03 2.85 -0.033
C 1.51 0.79 3.19 -0.350
C 2.45 0.31 4.18 -0.034
O 0.86 -0.18 2.46 0.056
C -0.19 -1.71 0.41 -0.127
C -0.11 -3.06 0.61 -0.004
C 1.02 -3.56 -0.12 -0.016
C 1.58 -2.48 -0.74 -0.345
C 2.65 -2.31 -1.69 -0.031
O 0.87 -1.36 -0.39 0.023
C -2.27 0.07 0.09 -0.159
C -2.63 -0.05 -1.23 -0.051
C -3.92 0.55 -1.40 -0.032
C -4.28 1.02 -0.15 -0.335
C -5.44 1.69 0.40 -0.032
O -3.27 0.76 0.74 0.060
O -3.15 -2.00 1.52 0.054
H -5.48 -3.69 3.17 0.083
H -5.67 -2.97 1.55 0.084
H -4.54 -4.33 1.80 0.085
H -3.72 -2.17 4.75 0.098
H -1.66 -0.55 4.05 0.109
H -0.64 2.53 1.38 0.112
H 1.34 2.99 3.23 0.103
H 3.04 1.15 4.56 0.083
H 1.94 -0.15 5.03 0.091
H 3.13 -0.43 3.74 0.087
H -0.76 -3.66 1.24 0.118
H 1.36 -4.59 -0.19 0.106
H 3.26 -3.22 -1.76 0.098
H 2.25 -2.10 -2.69 0.068
H 3.30 -1.47 -1.41 0.077
H -2.03 -0.55 -2.00 0.092
H -4.49 0.62 -2.32 0.096
H -6.13 1.98 -0.40 0.083
H -5.98 1.04 1.10 0.090
H -5.14 2.60 0.94 0.087
C 1.03 1.20 -1.74 0.192
C 1.88 2.10 -0.99 -0.215
C 1.84 3.50 -1.25 -0.012
C 2.89 4.31 -0.83 -0.070
C 3.94 3.78 -0.08 -0.067
C 3.90 2.43 0.33 -0.058
C 2.88 1.61 -0.12 -0.035
C 1.53 0.62 -2.93 -0.174
C 0.65 0.11 -3.93 0.030
C 1.15 -0.54 -5.05 -0.045
C 2.54 -0.71 -5.22 -0.019
C 3.43 -0.17 -4.28 -0.053
C 2.94 0.54 -3.20 0.015
H -0.03 1.12 -1.49 0.138
H 1.00 3.89 -1.83 0.124
H 2.89 5.37 -1.11 0.111
H 4.78 4.41 0.20 0.106
H 4.67 2.02 0.99 0.116
H 2.83 0.56 0.17 0.124
H -0.43 0.26 -3.79 0.128
H 0.46 -0.91 -5.81 0.119
H 2.92 -1.25 -6.09 0.122
H 4.50 -0.31 -4.40 0.122
H 3.64 1.03 -2.52 0.127

=====

Record 2
71
Properties=species:S:1:pos:R:3:lowdin_charge:R:1 method="wB97M-V/def2-TZVPD" largest_force_ev_per_a=1.05 total_charge=-2 homo_ev=-2.65 multiplicity=1 de_lowest_kcal_mol=25.43 lumo_energy_ev=3.866
Na 0.53 -0.50 -0.48 0.231
O -1.54 -2.94 -3.40 -0.070
C -1.12 -2.33 -2.39 -0.534
N -0.54 -1.16 -2.32 0.014
C -0.35 -0.51 -3.57 -0.196
C 0.43 0.77 -3.46 -0.239
C 0.65 1.55 -4.60 -0.042
C 1.38 2.72 -4.50 -0.096
C 1.88 3.09 -3.25 -0.078
C 1.62 2.25 -2.18 -0.123
N 0.92 1.13 -2.28 0.124
C -1.24 -3.05 -1.05 -0.169
C -2.02 -4.21 -0.99 -0.026
C -2.02 -4.96 0.16 -0.097
C -1.22 -4.56 1.23 -0.085
C -0.49 -3.39 1.09 -0.160
N -0.51 -2.64 -0.01 0.126
H -1.31 -0.30 -4.06 0.124
H 0.19 -1.17 -4.28 0.125
H 0.25 1.24 -5.56 0.105
H 1.56 3.34 -5.37 0.092
H 2.45 4.00 -3.12 0.092
H 2.01 2.48 -1.20 0.052
H -2.57 -4.49 -1.88 0.104
H -2.61 -5.87 0.23 0.094
H -1.16 -5.15 2.13 0.094
H 0.17 -3.06 1.88 0.099
O 2.87 -2.81 0.92 -0.020
C 2.58 -1.61 0.80 -0.684
O 2.58 -0.87 -0.21 -0.052
C 2.24 -0.88 2.11 -0.168
C 3.12 -1.01 3.21 0.003
C 2.89 -0.30 4.35 -0.021
C 1.76 0.55 4.41 -0.166
C 1.45 1.34 5.54 -0.057
C 0.35 2.16 5.53 -0.105
C -0.49 2.21 4.40 -0.103
C -0.21 1.45 3.29 -0.085
C 0.92 0.60 3.27 -0.245
N 1.18 -0.11 2.14 0.192
H 3.96 -1.68 3.11 0.112
H 3.56 -0.36 5.20 0.106
H 2.10 1.30 6.40 0.102
H 0.12 2.77 6.40 0.092
H -1.35 2.87 4.40 0.102
H -0.82 1.46 2.40 0.049
Cl 3.16 4.63 3.50 0.476
C 1.68 4.49 2.52 -0.990
Cl 1.78 3.18 1.34 0.627
H 1.53 5.43 2.01 0.024
H 0.87 4.27 3.20 0.003
C -3.89 0.52 3.01 -0.337
As -2.62 -0.65 2.05 1.109
C -2.14 -1.65 3.70 -0.326
C -4.00 -1.94 1.47 -0.327
H -4.53 -0.06 3.68 0.011
H -4.52 1.05 2.29 0.003
H -3.35 1.27 3.59 -0.001
H -3.02 -2.09 4.17 0.009
H -1.66 -0.99 4.43 0.007
H -1.44 -2.45 3.46 -0.012
H -4.59 -2.30 2.32 0.011
H -3.52 -2.80 0.99 -0.015
H -4.66 -1.48 0.74 0.019
O -1.25 1.84 0.10 -0.160
N -2.41 2.15 0.41 -0.100
C -2.81 3.39 0.13 -0.349
C -4.11 3.80 0.52 -0.257
N -5.15 4.17 0.84 0.087
C -2.00 4.38 -0.50 -0.236
N -1.34 5.18 -1.01 0.113

=====

Record 3
14
Properties=species:S:1:pos:R:3:lowdin_charge:R:1 method="wB97M-V/def2-TZVPD" largest_force_ev_per_a=4.51 total_charge=+1 homo_ev=-14.68 multiplicity=1 de_lowest_kcal_mol=90.68 lumo_energy_ev=-4.290
C 0.93 -0.45 1.41 -0.022
C 0.07 -0.13 0.33 -0.247
C -1.25 -0.85 -0.14 0.069
C -0.98 -0.52 -1.41 0.026
C 0.27 0.29 -1.06 -0.155
N -0.17 1.52 -0.25 0.197
H 0.45 -1.22 2.06 0.117
H 1.37 0.46 2.00 0.145
H 1.97 -0.83 1.11 0.134
H -1.93 -1.59 0.27 0.121
H -1.49 -0.96 -2.26 0.120
H 1.23 0.23 -1.59 0.170
H 0.63 2.11 0.04 0.157
H -1.10 1.93 -0.51 0.170